The molecule C2H4N6. Source: the OMol25 dataset; level of theory: ωB97M-V/def2-TZVPD.

The value obtained for the energy is -11074.0885 eV. The calculation puts the gap between HOMO and LUMO at 0.3142 hartree. As for the charge: 0. As for the relative energy (zero: lowest compared OMol25 entry of this formula, charge and spin): 398.2 kJ/mol. The value obtained for the max |F| is 0.1751 Eh/bohr. The SMILES is [H]/N=c1\nn[nH]n1N=C.

```
12
C2H4N6 ωB97M-V/def2-TZVPD
H 0.68 -2.00 -1.66
N 0.00 -1.20 -1.42
C 0.46 -0.88 -0.18
N 1.39 -1.43 0.75
N 1.43 -0.73 1.87
N 0.73 0.38 1.65
N -0.07 0.18 0.49
N -0.79 1.29 0.20
C -1.12 1.23 -1.09
H 0.22 0.60 2.40
H -0.93 0.51 -1.76
H -2.01 2.04 -1.24
```

These are the Löwdin partial charges, in e, on atoms 1 to 2: atom 1 (H): 0.07, atom 2 (N): 0.06

=====

A structure of composition C6H16N2O. Source: the OMol25 dataset; level of theory: ωB97M-V/def2-TZVPD.

The value obtained for the energy is -11506.4995 eV. The calculation puts the gap between HOMO and LUMO at 0.3139 hartree. As for the charge: 0. As for the relative energy (zero: lowest compared OMol25 entry of this formula, charge and spin): 343.0 kJ/mol. The value obtained for the max |F| is 0.0441 Eh/bohr.

```
25
C6H16N2O ωB97M-V/def2-TZVPD
C -0.67 0.04 -1.25
C -1.11 1.34 -0.66
C 0.65 0.06 -1.96
C -1.75 -0.76 -1.92
C -0.30 -1.22 0.38
H -1.10 2.11 -1.44
H -0.39 1.66 0.11
H -2.10 1.28 -0.23
H 0.91 -0.91 -2.36
H 1.44 0.40 -1.29
H 0.59 0.78 -2.79
H -2.64 -0.85 -1.30
H -2.04 -0.23 -2.83
H -1.41 -1.75 -2.21
H -0.12 -2.07 -0.27
H 0.27 -1.55 1.26
H -1.34 -1.22 0.70
C 1.88 0.50 2.37
N 0.98 -0.18 3.21
N 1.30 0.93 1.21
O 3.07 0.54 2.64
H 0.44 -0.11 0.64
H 1.36 -0.35 4.13
H 0.04 0.18 3.22
H 2.02 1.37 0.64
```

These are the Löwdin partial charges, in e, on atoms 1 to 2: atom 1 (C): -0.43, atom 2 (C): -0.07

=====

A cluster of 2 separate species, C10H16ClNO in total. Source: the OMol25 dataset; level of theory: ωB97M-V/def2-TZVPD.

The value obtained for the energy is -26686.0587 eV. The calculation puts the gap between HOMO and LUMO at 0.3334 hartree. As for the charge: 0. As for the relative energy (zero: lowest compared OMol25 entry of this formula, charge and spin): 2.9 kJ/mol. The value obtained for the max |F| is 0.1246 Eh/bohr.

```
29
C10H16ClNO ωB97M-V/def2-TZVPD
C 1.15 -0.03 0.38
C -0.04 0.48 -1.56
C 0.01 -0.40 -0.49
C 1.62 1.12 -0.28
C 0.26 3.73 1.66
C 2.79 1.87 0.21
C -2.03 -1.66 -1.28
C -1.34 -1.61 1.24
C -0.03 -2.91 -0.49
C -0.87 -1.64 -0.20
N -0.48 3.50 0.58
O 0.95 1.36 -1.47
Cl -0.22 3.03 3.16
H 1.45 -0.45 1.27
H -0.68 0.67 -2.41
H 3.70 1.30 0.00
H 2.97 1.96 1.24
H 2.76 2.83 -0.30
H -3.01 -1.18 -0.86
H -1.65 -1.18 -2.12
H -2.27 -2.72 -1.47
H -1.87 -2.62 1.46
H -2.10 -0.80 1.52
H -0.40 -1.48 1.90
H 0.68 -3.13 0.26
H 0.59 -2.75 -1.46
H -0.57 -3.91 -0.69
H -1.25 2.77 0.53
H -0.11 3.83 -0.33
```

These are the Löwdin partial charges, in e, on atoms 1 to 2: atom 1 (C): 0.06, atom 2 (C): -0.10

=====

The molecule C5H8N2. Source: the OMol25 dataset; level of theory: ωB97M-V/def2-TZVPD.

The value obtained for the energy is -8292.4812 eV. The calculation puts the gap between HOMO and LUMO at 0.3302 hartree. As for the charge: 0. As for the relative energy (zero: lowest compared OMol25 entry of this formula, charge and spin): 242.7 kJ/mol. The value obtained for the max |F| is 0.0777 Eh/bohr. The SMILES is CN(C)/C=C\C#N.

```
15
C5H8N2 ωB97M-V/def2-TZVPD
C 1.08 -0.26 1.17
N 0.05 -0.34 0.13
C 0.17 -1.48 -0.78
C -1.30 0.33 0.32
C -1.30 1.55 -0.21
C 0.02 1.89 -0.79
N 0.90 2.52 -1.22
H 2.06 -0.59 0.80
H 0.81 -0.87 2.03
H 1.19 0.78 1.51
H -0.34 -1.26 -1.72
H -0.28 -2.38 -0.35
H 1.22 -1.71 -1.00
H -2.12 -0.34 0.53
H -2.17 2.15 -0.42
```

These are the Löwdin partial charges, in e, on atoms 1 to 2: atom 1 (C): -0.09, atom 2 (N): -0.30

=====

A cluster of 12 separate species, C27H78O19 in total. Source: the OMol25 dataset; level of theory: ωB97M-V/def2-TZVPD.

The value obtained for the energy is -68161.1805 eV. The calculation puts the gap between HOMO and LUMO at 0.3600 hartree. As for the charge: 0. As for the relative energy (zero: lowest compared OMol25 entry of this formula, charge and spin): 41.1 kJ/mol. The value obtained for the max |F| is 0.0738 Eh/bohr. The SMILES is CC(C)O.CC(C)O.CC(C)O.CC(C)O.OCCO.OCCO.OCCO.OCCO.OCCO.OCCO.OCCO.CO.

```
124
C27H78O19 ωB97M-V/def2-TZVPD
C -17.31 -9.91 10.79
C -17.68 -8.55 10.11
C -16.48 -7.54 10.22
O -18.13 -8.69 8.71
H -16.59 -9.65 11.54
H -16.94 -10.61 10.05
H -18.23 -10.39 11.24
H -18.52 -8.15 10.67
H -15.58 -7.97 9.79
H -16.28 -7.50 11.31
H -16.64 -6.50 9.79
H -17.51 -9.30 8.38
C -7.92 -9.69 14.06
C -8.88 -10.46 13.08
C -10.35 -10.41 13.54
O -8.85 -9.80 11.79
H -8.10 -10.10 15.06
H -8.03 -8.58 13.98
H -6.88 -9.90 13.80
H -8.55 -11.48 12.93
H -10.65 -9.40 13.50
H -10.44 -10.71 14.60
H -10.94 -11.05 12.86
H -8.08 -10.02 11.32
C -15.56 -12.10 15.47
C -15.40 -12.96 14.29
C -14.11 -12.68 13.46
O -15.44 -14.40 14.65
H -14.79 -12.46 16.16
H -16.47 -12.36 16.05
H -15.50 -11.04 15.47
H -16.26 -12.75 13.66
H -14.21 -13.29 12.57
H -13.18 -13.05 14.02
H -14.31 -11.63 13.26
H -15.17 -14.55 15.53
C -8.23 -9.26 6.95
C -7.21 -10.07 7.80
C -5.73 -9.69 7.42
O -7.42 -9.73 9.18
H -9.19 -9.52 7.43
H -8.29 -9.59 5.92
H -8.06 -8.13 7.01
H -7.40 -11.18 7.65
H -5.52 -8.70 7.73
H -5.56 -9.91 6.41
H -5.01 -10.38 7.99
H -7.87 -8.90 9.25
O -12.20 -14.34 8.18
C -12.66 -15.65 8.23
C -13.47 -15.95 7.00
O -14.61 -15.10 6.85
H -12.90 -13.71 8.00
H -11.82 -16.33 8.32
H -13.22 -15.77 9.17
H -13.71 -17.01 7.03
H -12.76 -15.81 6.16
H -14.95 -15.02 7.78
O -16.74 -14.90 11.92
C -18.03 -15.23 12.43
C -19.04 -14.06 12.45
O -18.53 -13.20 13.42
H -16.06 -14.87 12.60
H -18.35 -16.16 11.98
H -17.85 -15.37 13.50
H -20.04 -14.48 12.64
H -19.04 -13.46 11.55
H -18.83 -13.71 14.16
O -12.56 -10.83 11.24
C -13.54 -11.34 10.31
C -13.40 -10.88 8.80
O -13.77 -11.95 7.91
H -11.70 -11.23 10.94
H -13.55 -12.42 10.35
H -14.52 -10.94 10.61
H -12.33 -10.71 8.60
H -14.06 -10.01 8.66
H -13.70 -11.65 6.97
O -10.99 -13.66 12.46
C -10.12 -14.35 11.61
C -9.53 -13.40 10.55
O -10.73 -12.82 9.93
H -11.42 -13.00 11.84
H -9.29 -14.71 12.27
H -10.69 -15.15 11.13
H -8.91 -13.78 9.75
H -8.99 -12.51 10.95
H -11.02 -13.45 9.25
O -14.39 -10.44 5.48
C -14.92 -9.18 5.88
C -16.41 -9.24 6.26
O -16.66 -10.22 7.27
H -14.23 -10.32 4.51
H -14.39 -8.85 6.71
H -14.83 -8.52 5.05
H -17.02 -9.46 5.37
H -16.86 -8.33 6.65
H -16.26 -11.07 7.06
O -12.65 -7.90 11.40
C -12.37 -7.45 10.04
C -10.98 -7.63 9.53
O -10.41 -8.91 9.62
H -12.55 -8.88 11.46
H -13.18 -7.88 9.43
H -12.59 -6.37 10.10
H -10.34 -6.87 10.04
H -11.05 -7.37 8.48
H -10.23 -9.15 10.56
O -17.24 -14.81 6.16
C -17.71 -14.35 7.43
C -17.23 -15.14 8.66
O -15.97 -14.71 9.15
H -16.24 -14.65 6.12
H -17.52 -13.34 7.76
H -18.80 -14.46 7.47
H -17.19 -16.17 8.38
H -17.97 -15.14 9.50
H -15.97 -14.95 10.11
C -15.36 -5.98 13.65
O -14.87 -7.32 13.68
H -16.39 -6.00 13.96
H -14.84 -5.28 14.31
H -15.30 -5.65 12.59
H -14.08 -7.39 13.10
```

These are the Löwdin partial charges, in e, on atoms 1 to 2: atom 1 (C): -0.04, atom 2 (C): -0.40

=====

A cluster of 2 separate species, ClH2N2P in total. Source: the OMol25 dataset; level of theory: ωB97M-V/def2-TZVPD.

The value obtained for the energy is -24819.2554 eV. The calculation puts the gap between HOMO and LUMO (spin up / spin down) at 0.2388 / 0.2506 hartree. As for the charge: 0. As for the relative energy (zero: lowest compared OMol25 entry of this formula, charge and spin): 497.8 kJ/mol. The value obtained for the max |F| is 0.1137 Eh/bohr.

```
6
ClH2N2P ωB97M-V/def2-TZVPD
N 0.21 -0.48 -0.54
N 1.23 -0.24 0.08
P -1.77 1.06 -0.05
Cl -3.13 -0.44 -0.12
H 1.57 0.86 0.02
H 1.89 -0.77 0.62
```

These are the Löwdin partial charges, in e, on atoms 1 to 2: atom 1 (N): -0.14, atom 2 (N): -0.15